(1)
The following is a quantum chemistry calculation of a molecular structure, C40H25F19GeN4O9SSr at a distorted geometry, from the OMol25 dataset.

Each line ends with the Löwdin charge.
Positions of all 100 atoms, in Å:
1 Sr 1.18 -0.76 0.43  1.50
2 O 4.66 -1.10 3.00  0.13
3 C 3.48 -0.85 2.41  -0.51
4 O 3.36 -0.75 1.21  -0.05
5 C 2.35 -0.65 3.40  -0.10
6 O 1.16 -1.29 3.01  -0.24
7 C 1.28 -2.73 2.96  -0.11
8 C 2.18 -3.14 1.76  -0.68
9 O 1.69 -2.87 0.62  -0.22
10 O 3.30 -3.61 2.03  0.01
11 H 5.28 -1.34 2.30  0.14
12 H 2.14 0.43 3.42  0.14
13 H 2.69 -0.97 4.39  0.14
14 H 0.27 -3.11 2.80  0.10
15 H 1.70 -3.11 3.89  0.13
16 C -0.04 2.45 -2.31  -0.07
17 C 1.20 2.36 -3.21  -0.24
18 N 2.43 2.38 -2.45  -0.18
19 C 2.89 3.67 -1.98  -0.25
20 C 3.47 4.59 -3.07  -0.09
21 C 3.47 1.42 -2.80  -0.18
22 C 3.57 0.31 -1.75  -0.23
23 N 2.35 -0.48 -1.68  -0.10
24 C 2.20 -1.54 -2.47  -0.22
25 C 0.97 -2.27 -2.36  -0.16
26 F 0.01 -1.74 -1.53  -0.04
27 C 0.72 -3.47 -2.97  -0.24
28 F -0.46 -4.09 -2.73  0.07
29 C 1.62 -4.05 -3.84  0.02
30 C 2.78 -3.33 -4.05  -0.24
31 F 3.70 -3.82 -4.92  0.05
32 C 3.06 -2.13 -3.44  -0.14
33 F 4.23 -1.52 -3.79  0.04
34 H -0.95 2.40 -2.91  0.07
35 H -0.03 1.61 -1.61  0.06
36 H -0.05 3.37 -1.74  0.07
37 H 1.16 1.41 -3.75  0.11
38 H 1.16 3.17 -3.96  0.10
39 H 2.05 4.17 -1.49  0.11
40 H 3.64 3.50 -1.21  0.11
41 H 2.70 4.89 -3.78  0.06
42 H 3.88 5.50 -2.61  0.07
43 H 4.26 4.09 -3.62  0.06
44 H 3.27 0.97 -3.78  0.11
45 H 4.45 1.93 -2.87  0.11
46 H 4.46 -0.30 -1.94  0.11
47 H 3.69 0.80 -0.78  0.08
48 H 1.44 -5.00 -4.31  0.11
49 C 6.04 2.23 1.66  -0.01
50 C 4.66 2.80 1.64  -0.37
51 N 3.57 2.11 1.45  0.18
52 C 2.53 3.00 1.49  -0.12
53 C 3.03 4.28 1.73  -0.08
54 N 4.37 4.11 1.82  0.16
55 C 2.51 5.68 1.95  -0.63
56 O 1.27 5.87 1.85  -0.04
57 O 3.38 6.53 2.20  -0.02
58 C 1.13 2.53 1.24  -0.46
59 O 0.20 3.41 1.23  0.14
60 O 0.88 1.33 1.04  -0.17
61 H 6.01 1.25 1.18  0.07
62 H 6.40 2.11 2.69  0.08
63 H 6.74 2.87 1.12  0.07
64 H 4.99 4.89 1.99  0.16
65 H 0.54 4.40 1.46  0.13
66 F -2.52 0.71 -1.01  0.09
67 C -3.80 0.96 -0.76  -0.23
68 C -4.53 0.11 0.06  -0.12
69 C -5.87 0.40 0.21  -0.23
70 F -6.68 -0.39 0.93  0.09
71 C -6.47 1.50 -0.40  -0.14
72 F -7.77 1.75 -0.23  0.10
73 C -5.71 2.33 -1.19  -0.14
74 F -6.27 3.38 -1.79  0.11
75 C -4.37 2.06 -1.39  -0.14
76 F -3.64 2.85 -2.18  0.12
77 Ge -3.58 -1.41 0.96  0.59
78 S -1.61 -1.21 1.62  0.27
79 C -4.74 -1.70 2.60  -0.12
80 C -5.37 -2.86 3.00  -0.21
81 F -5.49 -3.90 2.16  0.09
82 C -5.94 -3.01 4.25  -0.15
83 F -6.54 -4.15 4.60  0.10
84 C -5.89 -1.96 5.15  -0.14
85 F -6.44 -2.09 6.36  0.11
86 C -5.29 -0.77 4.78  -0.14
87 F -5.27 0.25 5.64  0.11
88 C -4.74 -0.66 3.52  -0.24
89 F -4.20 0.52 3.19  0.09
90 C -3.97 -2.96 -0.27  -0.10
91 C -4.59 -2.90 -1.50  -0.21
92 F -5.09 -1.75 -1.98  0.09
93 C -4.74 -4.01 -2.32  -0.14
94 F -5.37 -3.91 -3.50  0.10
95 C -4.25 -5.23 -1.90  -0.14
96 F -4.41 -6.31 -2.67  0.12
97 C -3.61 -5.33 -0.68  -0.14
98 F -3.15 -6.52 -0.29  0.12
99 C -3.47 -4.21 0.10  -0.25
100 F -2.85 -4.36 1.27  0.09

Calculated values
Total charge = -2
M = 1258.92 g/mol
Relative energy (zero: lowest compared OMol25 entry of this formula, charge and spin) = 20.3 kcal/mol
Orbital gap = 0.225 Eh
Maximum force = 3.427 eV/A

(2)
The following is a quantum chemistry calculation of a single H4NOPS2 molecule at a distorted geometry, from the OMol25 dataset.

Each line ends with the Löwdin charge.
Positions of all 9 atoms, in Å:
1 N -0.10 -1.32 -0.81  -0.25
2 O -0.37 -0.53 1.64  -0.30
3 P -0.33 -0.09 0.14  0.01
4 S -2.07 1.08 -0.14  0.52
5 S 1.36 1.44 0.00  0.40
6 H -0.50 -1.31 -1.76  0.00
7 H -0.29 -1.57 1.49  0.15
8 H -2.51 1.04 1.01  -0.28
9 H 1.09 2.12 1.09  -0.24

Calculated values
Total charge = 0
M = 129.15 g/mol
Relative energy (zero: lowest compared OMol25 entry of this formula, charge and spin) = 38.2 kcal/mol
Orbital gap = 0.357 Eh
SMILES = N=P(O)(S)S
Maximum force = 4.352 eV/A

(3)
The following is a quantum chemistry calculation of a molecular structure, C19H18F6HfN2O7PS2 at a distorted geometry, from the OMol25 dataset.

Each line ends with the Löwdin charge.
Positions of all 56 atoms, in Å:
1 Hf 1.54 0.39 0.09  1.60
2 N 1.27 -1.35 3.91  0.25
3 C 1.33 -0.46 2.94  -0.46
4 O 0.89 -0.76 1.79  -0.14
5 C 1.89 0.91 3.16  -0.18
6 C 2.40 1.51 1.84  -0.26
7 H 0.88 -2.26 3.73  0.14
8 H 1.62 -1.14 4.83  0.14
9 H 2.63 0.89 3.97  0.12
10 H 1.04 1.49 3.55  0.12
11 H 3.49 1.39 1.80  0.06
12 H 2.22 2.58 1.82  0.06
13 O 1.26 2.20 -3.03  0.14
14 C 0.58 1.93 -2.10  -0.62
15 O 0.98 2.07 -0.78  -0.27
16 C -0.81 1.30 -2.18  -0.18
17 P -1.12 0.43 -0.57  1.05
18 C -2.01 1.68 0.38  -0.36
19 C -1.42 2.28 1.48  -0.09
20 C -2.07 3.30 2.17  -0.06
21 C -3.32 3.71 1.76  -0.06
22 C -3.93 3.12 0.66  -0.05
23 C -3.28 2.10 -0.03  -0.09
24 C -2.25 -0.93 -0.88  -0.37
25 C -3.26 -1.23 0.04  -0.08
26 C -4.06 -2.35 -0.16  -0.06
27 C -3.85 -3.17 -1.27  -0.06
28 C -2.84 -2.87 -2.17  -0.06
29 C -2.04 -1.76 -1.97  -0.10
30 H -0.85 0.66 -3.05  0.10
31 H -1.56 2.09 -2.29  0.11
32 H -0.43 1.98 1.81  0.07
33 H -1.59 3.76 3.03  0.11
34 H -3.83 4.51 2.29  0.11
35 H -4.91 3.44 0.34  0.11
36 H -3.77 1.64 -0.88  0.12
37 H -3.43 -0.59 0.89  0.11
38 H -4.85 -2.57 0.54  0.11
39 H -4.48 -4.03 -1.42  0.11
40 H -2.68 -3.51 -3.03  0.11
41 H -1.25 -1.55 -2.68  0.10
42 F 1.81 -4.21 -1.15  0.19
43 C 1.84 -3.23 -0.26  -0.66
44 F 1.81 -3.72 0.98  0.17
45 F 0.78 -2.44 -0.43  0.10
46 S 3.45 -2.31 -0.46  0.70
47 O 3.17 -1.01 0.24  -0.42
48 O 4.40 -3.16 0.15  -0.19
49 N 3.69 -2.06 -1.99  -0.26
50 S 3.00 -0.82 -2.67  0.71
51 O 1.75 -0.51 -1.91  -0.43
52 O 2.89 -0.93 -4.08  -0.18
53 C 4.13 0.64 -2.28  -0.64
54 F 3.63 1.29 -1.19  0.08
55 F 4.16 1.45 -3.30  0.21
56 F 5.33 0.19 -1.97  0.19

Calculated values
Total charge = +1
M = 773.95 g/mol
Relative energy (zero: lowest compared OMol25 entry of this formula, charge and spin) = 0.0 kcal/mol
Orbital gap = 0.341 Eh
Maximum force = 1.241 eV/A

(4)
The following is a quantum chemistry calculation of a single C4H5N3 molecule, from the OMol25 dataset.

Each line ends with the Löwdin charge.
Positions of all 12 atoms, in Å:
1 N 0.80 0.34 -1.83  0.09
2 C 0.30 0.11 -0.55  -0.30
3 C 0.28 -1.16 0.03  -0.10
4 N -0.27 -1.40 1.22  0.07
5 C -0.76 -0.35 1.86  -0.23
6 N -0.70 0.92 1.47  0.07
7 C -0.15 1.14 0.27  -0.10
8 H 0.66 -0.44 -2.47  0.09
9 H 0.47 1.20 -2.25  0.09
10 H 0.72 -2.01 -0.50  0.11
11 H -1.27 -0.54 2.80  0.10
12 H -0.07 2.18 -0.05  0.11

Calculated values
Total charge = 0
M = 95.10 g/mol
Relative energy (zero: lowest compared OMol25 entry of this formula, charge and spin) = 13.3 kcal/mol
Orbital gap = 0.357 Eh
SMILES = Nc1cncnc1
Maximum force = 0.373 eV/A

HOMO level, record by record: -2.41 -9.51 -12.05 -8.89 eV